(1)
C39H31As2CoN5OS | ωB97M-V/def2-TZVPD

CARTESIAN COORDINATES (ANGSTROEM)
1 Co 0.353 -1.395 -0.330
2 S 0.208 -2.423 1.852
3 C -1.356 -3.098 2.143
4 C -1.498 -4.131 3.083
5 C -2.732 -4.723 3.257
6 C -3.833 -4.282 2.526
7 C -3.710 -3.221 1.632
8 C -2.479 -2.621 1.438
9 As -2.151 -1.149 0.226
10 C -2.367 0.403 1.363
11 C -1.938 1.619 0.835
12 C -1.980 2.771 1.603
13 C -2.454 2.709 2.907
14 C -2.885 1.500 3.435
15 C -2.836 0.344 2.669
16 C -3.738 -1.198 -0.873
17 C -4.733 -0.233 -0.780
18 C -5.860 -0.336 -1.581
19 C -5.982 -1.386 -2.477
20 C -4.980 -2.341 -2.583
21 C -3.853 -2.247 -1.783
22 H -0.640 -4.457 3.655
23 H -2.839 -5.541 3.956
24 H -4.791 -4.767 2.656
25 H -4.569 -2.859 1.081
26 H -1.589 1.661 -0.190
27 H -1.637 3.707 1.182
28 H -2.492 3.605 3.512
29 H -3.262 1.451 4.449
30 H -3.169 -0.598 3.089
31 H -4.626 0.588 -0.082
32 H -6.638 0.412 -1.510
33 H -6.857 -1.454 -3.109
34 H -5.072 -3.152 -3.293
35 H -3.061 -2.985 -1.860
36 C 0.537 5.387 -1.078
37 C 1.286 5.073 0.046
38 C 1.536 3.746 0.369
39 C 1.042 2.734 -0.443
40 C 0.271 3.051 -1.558
41 C 0.020 4.376 -1.877
42 As 1.515 0.850 -0.172
43 C 2.726 0.715 -1.679
44 C 2.396 0.622 -3.019
45 C 3.405 0.560 -3.970
46 C 4.734 0.561 -3.570
47 C 5.068 0.650 -2.227
48 C 4.064 0.749 -1.270
49 C 4.265 0.938 0.177
50 C 5.491 1.113 0.810
51 C 5.541 1.372 2.172
52 C 4.375 1.430 2.924
53 C 3.144 1.238 2.308
54 C 3.092 1.014 0.941
55 H 0.357 6.423 -1.334
56 H 1.682 5.862 0.671
57 H 2.128 3.508 1.243
58 H -0.125 2.260 -2.187
59 H -0.572 4.623 -2.748
60 H 1.360 0.596 -3.331
61 H 3.154 0.507 -5.020
62 H 5.519 0.490 -4.312
63 H 6.109 0.642 -1.931
64 H 6.407 1.065 0.235
65 H 6.498 1.535 2.649
66 H 4.427 1.638 3.985
67 H 2.231 1.281 2.891
68 N 3.947 -2.528 1.386
69 C 3.027 -2.836 0.454
70 N 2.834 -4.134 0.151
71 O 2.407 -1.927 -0.134
72 H 4.413 -3.222 1.942
73 H 4.038 -1.559 1.650
74 H 3.316 -4.875 0.626
75 H 2.175 -4.361 -0.571
76 N -0.058 -1.548 -2.177
77 C -0.775 -0.958 -2.921
78 N -1.352 -0.379 -3.846
79 C -2.369 0.411 -4.056
80 N -3.239 1.134 -4.297

Output
* ⟨S²⟩: 6.036
* highest occupied orbital energy (alpha / beta): -10.8042 / -10.8207 eV
* spin multiplicity: 5
* gap between HOMO and LUMO (alpha / beta): 8.5775 / 5.0015 eV
* DFT total energy: -8106.10781 a.u.
* energy relative to the best compared isomer or geometry (same formula, charge and spin): 60.37 kJ/mol
* net charge: +1

---

(2)
C4H13N4 | ωB97M-V/def2-TZVPD

CARTESIAN COORDINATES (ANGSTROEM)
1 C 0.390 1.799 0.160
2 C 1.735 1.589 0.302
3 N 2.358 0.600 -0.574
4 N -0.448 2.589 1.031
5 H -0.194 1.379 -0.669
6 H 2.278 1.729 1.232
7 H 2.797 -0.132 -0.028
8 H 1.595 0.049 -1.041
9 H 3.113 1.074 -1.171
10 H 0.060 2.747 1.894
11 H -1.365 2.250 1.187
12 C -1.295 -1.556 0.376
13 C -0.862 -1.494 -0.936
14 N -1.137 -0.430 -1.860
15 N -0.897 -2.640 1.230
16 H -2.073 -0.930 0.877
17 H -0.188 -2.302 -1.304
18 H -1.934 0.126 -1.476
19 H -1.417 -0.833 -2.783
20 H -1.670 -3.289 1.357
21 H -0.845 -2.325 2.197

Output
* ⟨S²⟩: 0.758
* highest occupied orbital energy (alpha / beta): -16.5317 / -16.5230 eV
* spin multiplicity: 2
* gap between HOMO and LUMO (alpha / beta): 8.7683 / 4.9047 eV
* DFT total energy: -378.48850 a.u.
* energy relative to the best compared isomer or geometry (same formula, charge and spin): 162.30 kJ/mol
* net charge: +2

---

(3)
C5H6O2Rh | ωB97M-V/def2-TZVPD

CARTESIAN COORDINATES (ANGSTROEM)
1 C -1.776 1.748 -0.349
2 C -1.558 0.249 -0.053
3 O -0.704 2.400 -0.555
4 H -1.628 0.206 1.049
5 H -2.454 -0.280 -0.415
6 Rh 1.084 1.694 -0.625
7 C 0.357 -1.388 0.268
8 C -0.301 -0.408 -0.572
9 H 0.144 -1.357 1.340
10 H 0.716 -2.334 -0.140
11 H -0.358 -0.609 -1.647
12 O 2.094 0.403 0.886
13 C 1.512 -0.211 -0.294
14 H 2.871 -0.115 1.106

Output
* ⟨S²⟩: 6.018
* highest occupied orbital energy (alpha / beta): -12.5015 / -13.7421 eV
* spin multiplicity: 5
* gap between HOMO and LUMO (alpha / beta): 7.9923 / 7.2538 eV
* DFT total energy: -454.55650 a.u.
* energy relative to the best compared isomer or geometry (same formula, charge and spin): 0.00 kJ/mol
* net charge: +1